# 1
The following is a quantum chemistry calculation of a cluster of 2 separate species, C4H10O3 in total, from the OMol25 dataset.

Geometry as XYZ:
```
17
Properties=species:S:1:pos:R:3:forces:R:3
C -2.09723 0.66348 1.53229 -0.239 0.074 -0.088
O -0.70808 0.81326 1.32561 0.198 0.459 -0.245
C -0.14062 0.24789 0.16739 0.090 0.079 -0.051
C 1.27937 -0.00635 0.37589 0.070 0.264 0.136
O 1.87085 -1.28734 0.41495 -0.081 -0.224 0.171
C 1.30659 0.67343 -0.91414 -0.063 0.328 0.160
O 1.66107 -0.15869 -1.94799 -0.505 -0.005 0.138
H -2.27735 0.78969 2.60718 0.133 0.048 -0.281
H -2.48234 -0.33027 1.25230 0.288 0.152 -0.075
H -2.66394 1.42791 0.99155 -0.033 -0.055 -0.028
H -0.67051 -1.30966 -1.91104 -0.214 -0.248 -0.274
H -0.86020 -0.15674 -0.51703 0.270 -0.718 0.106
H 1.56441 0.66604 1.18320 0.179 -0.259 0.224
H 1.13647 -1.89231 0.57914 0.278 -0.076 0.030
H 1.54644 1.70732 -1.12615 0.050 0.026 0.504
H -0.51083 -0.89945 -2.50315 -0.120 -0.108 -0.147
H 2.04589 -0.94818 -1.51000 -0.300 0.264 -0.281
```
Forces are in eV/Å.

energy: -10447.973 eV
total charge: 0
molecular weight: 106.12 g/mol
SMILES: CO[C@H]1[C@H](O)[C@@H]1O.[H][H]
energy above the lowest of the compared OMol25 structures with the same formula, charge and spin: 121.6 kcal/mol

Results of the natural (NBO) charge analysis, in e, for atoms 1 through 4: number 1, C, carries -0.246; number 2, O, carries -0.538; number 3, C, carries -0.022; number 4, C, carries -0.042

# 2
The following is a quantum chemistry calculation of a cluster of 3 separate species, C10H16Cl2O9PS in total, from the OMol25 dataset.

Geometry as XYZ:
```
39
Properties=species:S:1:pos:R:3:forces:R:3
C -3.41218 4.18427 -1.22353 -0.199 0.260 0.368
C -2.91247 3.58268 0.04065 0.466 -0.173 0.180
Cl -4.10381 3.09237 1.16961 0.001 -0.008 0.144
C -1.60434 3.43891 0.32330 -0.684 0.291 -0.204
Cl -0.41492 4.00122 -0.77644 0.114 -0.089 0.060
S -0.90934 2.73148 1.77518 0.523 0.092 -0.182
C -1.67304 1.15654 2.19354 0.153 -0.148 0.350
P -1.62078 -0.00194 0.77804 -1.006 -0.458 -1.099
O -1.90868 0.64310 -0.49680 0.331 0.633 0.140
O -0.22899 -0.72918 0.88410 -0.180 -0.168 0.248
O -2.66699 -1.14246 1.13846 0.533 0.250 0.594
H -4.49049 4.09929 -1.26560 -0.104 -0.149 -0.158
H -3.18143 5.24937 -1.20347 0.147 0.099 -0.146
H -2.94408 3.73349 -2.09046 0.085 -0.095 -0.121
H -1.34702 3.54620 2.75724 -0.311 -0.138 0.008
H -2.67734 1.29882 2.57023 -0.240 0.082 -0.200
H -1.07967 0.74051 3.00798 0.227 0.119 0.033
H -0.36526 -1.68644 0.78643 0.361 -0.256 0.044
H -3.40137 -0.84446 1.68305 -0.363 -0.244 -0.053
C 1.03577 -4.04304 -1.39930 0.007 0.038 -0.140
C 1.70165 -5.40359 -1.41884 0.081 -0.011 -0.143
O 1.45980 -5.87768 -0.08913 -0.053 0.084 -0.066
C 0.37402 -5.24809 0.40144 0.048 -0.121 -0.005
O -0.18592 -5.52657 1.40611 -0.092 0.057 0.182
O -0.00005 -4.22524 -0.42077 0.171 0.240 -0.074
H 0.60719 -3.75920 -2.35658 -0.146 -0.019 0.062
H 1.70992 -3.25429 -1.05845 0.036 -0.036 0.023
H 1.23405 -6.08843 -2.12703 -0.040 0.016 0.016
H 2.76862 -5.35745 -1.61667 0.028 -0.053 0.159
C 2.14775 1.62335 -0.32260 -0.066 -0.206 -0.081
C 2.85707 0.44404 0.31527 -0.040 -0.068 0.102
O 4.00188 0.29395 -0.52070 -0.068 0.058 0.004
C 4.25559 1.48624 -1.12398 -0.084 -0.040 0.055
O 5.22388 1.73888 -1.74660 0.159 0.051 -0.108
O 3.22176 2.35030 -0.90781 -0.022 -0.040 0.058
H 1.62270 2.24497 0.39462 0.102 0.164 0.045
H 1.45498 1.31702 -1.11123 -0.012 -0.027 0.035
H 3.18900 0.65691 1.33443 0.003 0.030 -0.017
H 2.26251 -0.46586 0.31630 0.132 -0.020 -0.111
```
Forces are in eV/Å.

energy: -74220.086 eV
total charge: +1
molecular weight: 414.18 g/mol

Results of the natural (NBO) charge analysis, in e, for atoms 1 through 4: number 1, C, carries -0.678; number 2, C, carries 0.098; number 3, Cl, carries 0.072; number 4, C, carries -0.342

# 3
The following is a quantum chemistry calculation of an isolated molecule of C3H6N2O2, from the OMol25 dataset.

Geometry as XYZ:
```
13
Properties=species:S:1:pos:R:3:forces:R:3
C -0.11787 0.97738 0.34616 1.687 -1.007 1.240
C -0.65423 0.53338 -0.96902 -0.433 -1.571 -0.534
C 0.18989 -1.68869 -0.32200 -1.842 -0.654 -1.983
H 0.31002 2.41002 1.49057 0.496 0.290 1.264
H -1.75396 0.66919 -1.06005 0.305 -0.967 0.634
H -0.37558 1.30220 -1.65386 0.957 0.154 -0.793
H -0.71462 -2.11883 0.21614 0.693 1.006 -0.462
H 0.65501 -2.48348 -0.88205 0.381 -0.453 0.222
H 1.18721 0.21509 1.90566 -1.246 -0.074 -1.298
N -0.18162 2.19924 0.65899 -0.615 -0.557 -0.987
N 0.48268 -0.08003 1.17836 -0.250 1.916 0.843
O -0.12735 -0.78944 -1.41551 -1.094 1.518 1.433
O 1.10042 -1.14603 0.50659 0.963 0.399 0.422
```
Forces are in eV/Å.

energy: -10280.405 eV
total charge: 0
molecular weight: 102.09 g/mol
SMILES: [H]/N=C1/COCON1
energy above the lowest of the compared OMol25 structures with the same formula, charge and spin: 101.3 kcal/mol

Results of the natural (NBO) charge analysis, in e, for atoms 1 through 4: number 1, C, carries 0.403; number 2, C, carries -0.160; number 3, C, carries 0.202; number 4, H, carries 0.338

# 4
The following is a quantum chemistry calculation of a structure of composition C20H13ClF6N2O2Pt, from the OMol25 dataset.

Geometry as XYZ:
```
45
Properties=species:S:1:pos:R:3:forces:R:3
Pt 0.27041 -0.78322 -0.96277 -0.120 0.330 0.986
Cl 5.79232 0.00414 3.60825 -0.003 0.001 -0.006
C 4.69766 -0.18311 2.26905 0.029 0.012 -0.036
C 5.14350 0.09087 0.96471 -0.007 -0.006 0.041
C 4.29125 -0.03919 -0.09351 -0.013 0.020 -0.029
C 2.94203 -0.44842 0.07001 0.045 -0.150 -0.020
O 2.22247 -0.50644 -1.00453 0.013 0.211 -0.027
C 2.51227 -0.75600 1.39394 0.049 0.004 0.034
C 1.21065 -1.22473 1.74942 0.034 -0.134 0.031
N 0.28270 -1.59854 0.93192 0.052 -0.164 -0.243
C -1.01793 -1.92318 1.37211 -0.002 -0.101 0.002
C -1.33520 -2.49359 2.57567 0.012 0.027 0.033
C -2.67965 -2.75865 2.90694 0.000 0.000 -0.003
C -3.68766 -2.48579 2.02720 0.009 0.006 -0.008
C -3.38805 -1.94263 0.75594 -0.007 -0.009 0.008
C -4.36468 -1.69447 -0.23748 -0.007 -0.009 -0.008
C -3.98053 -1.23002 -1.45886 0.000 -0.025 -0.004
C -2.61718 -0.98306 -1.70645 -0.030 0.114 0.050
N -1.69353 -1.17229 -0.79417 -0.031 0.089 -0.013
C -2.05170 -1.65958 0.43863 0.017 -0.134 -0.058
C 3.41547 -0.58897 2.47339 -0.051 0.004 0.016
H 6.16318 0.41716 0.80884 0.001 0.000 0.004
H 4.61166 0.18955 -1.10064 0.003 -0.003 0.001
H 0.99318 -1.25264 2.81675 -0.006 -0.035 -0.001
H -0.55335 -2.75508 3.27625 -0.002 -0.008 -0.002
H -2.90460 -3.19851 3.86905 0.001 0.002 0.001
H -4.71826 -2.70085 2.27769 0.000 -0.001 0.000
H -5.40642 -1.89071 -0.01658 -0.001 0.005 0.001
H -4.69596 -1.03744 -2.24473 -0.001 -0.002 0.000
H -2.28051 -0.59784 -2.65715 -0.002 0.007 0.006
H 3.07458 -0.79948 3.47971 0.002 -0.006 -0.002
C -0.07701 3.72612 -0.93773 -0.015 -0.009 0.005
C -0.02307 2.38047 -1.67027 0.017 0.010 0.006
O -0.06352 1.36088 -0.76840 -0.010 -0.075 -0.755
C -1.24383 2.30436 -2.62000 -0.010 0.019 -0.042
F -2.38192 2.22632 -1.90418 0.032 -0.005 -0.038
F -1.22114 1.20850 -3.41643 -0.015 0.062 0.024
F -1.36883 3.36487 -3.43638 -0.008 -0.054 0.037
C 1.27977 2.33801 -2.50656 0.024 -0.011 0.005
F 2.34685 2.45660 -1.70255 -0.015 0.005 -0.018
F 1.42367 1.19233 -3.19168 0.002 0.019 0.015
F 1.35223 3.34003 -3.40769 0.008 -0.006 0.007
H -0.99924 3.76340 -0.36093 -0.001 -0.001 -0.002
H -0.03580 4.57649 -1.61683 0.007 -0.002 0.002
H 0.76374 3.76432 -0.24895 -0.002 0.005 0.003
```
Forces are in eV/Å.

energy: -60100.654 eV
total charge: 0
molecular weight: 657.86 g/mol
energy above the lowest of the compared OMol25 structures with the same formula, charge and spin: 14.8 kcal/mol

Results of the natural (NBO) charge analysis, in e, for atoms 1 through 4: number 1, Pt, carries 1.082; number 2, Cl, carries -0.009; number 3, C, carries -0.102; number 4, C, carries -0.182